Entry 1:
102
Properties=species:S:1:pos:R:3:lowdin_charge:R:1 method="wB97M-V/def2-TZVPD" charge=0 relative_energy_ev=0.643 energy_ha=-12433.59015 multiplicity=1 homo_lumo_gap_ev=6.30 homo_ev=-6.819
Zr -0.701 -0.603 -1.626 1.322
C 3.302 -4.299 -3.659 -0.098
C 3.205 -2.866 -4.156 -0.298
N 1.834 -2.396 -4.320 -0.256
C 1.071 -3.185 -5.290 -0.234
C 0.135 -4.191 -4.630 -0.070
C 1.835 -0.964 -4.575 -0.222
C 0.449 -0.337 -4.725 -0.200
N -0.507 -0.869 -3.758 -0.144
C -1.828 -0.932 -4.073 -0.229
C -2.670 -1.690 -3.243 -0.155
F -2.091 -2.300 -2.143 -0.048
C -4.002 -1.947 -3.496 -0.214
F -4.656 -2.794 -2.692 0.093
C -4.637 -1.376 -4.570 0.073
C -3.864 -0.554 -5.373 -0.207
F -4.440 0.062 -6.411 0.104
C -2.527 -0.327 -5.148 -0.133
F -1.894 0.525 -5.973 0.093
H 4.337 -4.531 -3.406 0.075
H 2.981 -5.016 -4.416 0.065
H 2.690 -4.436 -2.767 0.045
H 3.759 -2.771 -5.108 0.118
H 3.690 -2.201 -3.438 0.098
H 1.759 -3.696 -5.979 0.117
H 0.475 -2.516 -5.910 0.102
H 0.680 -5.010 -4.162 0.061
H -0.552 -4.617 -5.366 0.074
H -0.443 -3.690 -3.854 0.048
H 2.392 -0.713 -5.498 0.127
H 2.366 -0.491 -3.746 0.093
H 0.082 -0.502 -5.736 0.101
H 0.564 0.746 -4.614 0.124
H -5.680 -1.556 -4.778 0.138
C -0.845 5.043 3.257 -0.104
C -0.259 5.336 1.887 -0.181
N 0.045 4.126 1.111 -0.018
C -0.953 3.557 0.402 0.044
C -0.744 2.502 -0.417 -0.027
C -1.703 1.586 -1.104 -0.622
O -1.789 1.557 -2.339 0.043
O -2.039 0.567 -0.402 -0.140
C 0.570 1.990 -0.615 -0.310
O 0.775 1.060 -1.460 -0.203
C 1.591 2.515 0.226 -0.063
C 2.888 1.959 0.213 0.097
C 3.811 2.388 1.103 -0.194
F 5.074 1.931 1.014 0.070
C 3.490 3.308 2.143 -0.135
C 2.249 3.922 2.082 0.001
C 1.298 3.548 1.127 -0.156
N 4.378 3.580 3.166 -0.067
C 5.377 2.627 3.649 -0.119
C 5.070 2.235 5.108 -0.127
N 3.610 2.390 5.322 0.000
C 3.199 3.823 5.299 -0.121
C 4.019 4.524 4.199 -0.129
H -0.980 5.976 3.805 0.081
H -0.203 4.370 3.827 -0.060
H -1.815 4.553 3.172 0.081
H 0.658 5.918 1.956 0.117
H -0.951 5.925 1.284 0.124
H -1.931 3.999 0.537 0.155
H 3.133 1.192 -0.510 0.148
H 1.948 4.590 2.870 0.082
H 6.374 3.070 3.592 0.133
H 5.350 1.724 3.053 0.089
H 5.586 2.857 5.839 0.128
H 5.309 1.186 5.270 0.099
H 3.284 1.923 6.168 0.169
H 3.087 1.846 4.589 -0.015
H 3.402 4.262 6.274 0.130
H 2.126 3.821 5.105 0.036
H 4.949 4.917 4.617 0.129
H 3.477 5.377 3.798 0.124
Se 3.266 -0.558 3.755 -0.170
Sb 0.871 -0.333 3.410 0.252
Se 1.292 -2.113 -1.474 0.256
Se 0.521 -1.272 0.606 -0.016
Se 0.413 1.977 4.129 -0.052
C -2.738 -1.490 1.971 -0.220
N -3.080 -2.042 0.652 -0.106
C -2.824 -3.487 0.692 -0.182
N -3.601 -4.157 1.739 -0.085
C -3.254 -3.544 3.025 -0.173
N -3.520 -2.103 3.047 -0.083
C -4.940 -1.902 2.762 -0.181
N -5.337 -2.466 1.469 -0.086
C -4.515 -1.834 0.433 -0.176
C -5.021 -3.898 1.484 -0.177
H -2.904 -0.410 1.959 0.124
H -1.680 -1.680 2.155 0.016
H -1.758 -3.646 0.867 0.115
H -3.094 -3.919 -0.275 0.120
H -2.194 -3.713 3.224 0.127
H -3.841 -4.025 3.812 0.122
H -5.152 -0.830 2.760 0.123
H -5.531 -2.373 3.551 0.121
H -4.712 -0.759 0.428 0.127
H -4.792 -2.249 -0.536 0.105
H -5.291 -4.329 0.518 0.124
H -5.615 -4.382 2.262 0.122

Entry 2:
17
Properties=species:S:1:pos:R:3:nbo_charge:R:1 method="wB97M-V/def2-TZVPD" charge=0 relative_energy_ev=1.843 energy_ha=-434.45844 multiplicity=1 homo_lumo_gap_ev=9.36 homo_ev=-8.803
C 1.876 0.070 -0.261 -0.691
C 0.788 0.074 0.784 0.393
N 0.533 1.275 1.421 -0.804
N 0.462 -1.028 1.432 -0.671
H -0.263 1.187 2.045 0.391
H 0.425 2.062 0.792 0.366
H 0.943 -1.843 1.042 0.341
H 2.855 0.157 0.217 0.240
H 1.847 -0.860 -0.833 0.225
H 1.739 0.914 -0.942 0.211
C -1.265 -0.549 -0.745 0.869
N -2.222 0.192 -0.130 -0.844
O -0.959 -0.002 -1.940 -0.697
O -1.124 -1.789 -0.574 -0.660
H -0.397 -0.675 -2.366 0.504
H -2.756 -0.260 0.597 0.421
H -2.482 1.075 -0.539 0.404

Entry 3:
13
Properties=species:S:1:pos:R:3:nbo_charge:R:1 method="wB97M-V/def2-TZVPD" charge=0 relative_energy_ev=2.934 energy_ha=-303.52826 multiplicity=1 homo_lumo_gap_ev=8.42 homo_ev=-7.269
C 1.168 1.205 -0.022 -0.192
C 1.613 -0.134 0.530 -0.447
C 0.295 -0.440 0.641 0.353
N -0.619 -1.467 0.508 -0.593
C -1.619 -0.885 -0.355 -0.089
C -1.373 0.428 -0.527 -0.076
N -0.258 0.773 0.267 -0.407
H 1.300 1.328 -1.100 0.199
H 1.445 2.112 0.517 0.191
H -0.085 -2.255 0.177 0.399
H 2.535 -0.479 0.969 0.223
H -2.489 -1.460 -0.646 0.219
H -1.987 1.176 -1.014 0.221

Entry 4:
7
Properties=species:S:1:pos:R:3:nbo_charge:R:1 method="wB97M-V/def2-TZVPD" charge=0 relative_energy_ev=0.472 energy_ha=-1487.25630 multiplicity=1 homo_lumo_gap_ev=8.91 homo_ev=-9.161
C 0.355 -1.065 -0.741 0.867
N 0.324 -1.444 0.424 -0.802
O 0.245 -0.777 -1.889 -0.515
S -0.776 1.481 1.127 0.261
Cl 0.966 1.586 0.186 -0.129
Cl -2.179 1.996 -0.183 -0.122
H 1.064 -1.778 1.076 0.439

Entry 5:
16
Properties=species:S:1:pos:R:3:nbo_charge:R:1 method="wB97M-V/def2-TZVPD" charge=0 relative_energy_ev=3.808 energy_ha=-234.46258 multiplicity=1 homo_lumo_gap_ev=8.51 homo_ev=-7.801
C -0.960 0.775 0.266 -0.384
C -1.595 -0.328 -0.705 -0.532
C -0.242 -0.596 -1.127 0.144
C 0.594 -1.299 -0.094 -0.549
C 1.530 -0.132 0.273 -0.386
C 0.597 1.110 0.186 -0.407
H -1.172 0.420 1.282 0.215
H -1.472 1.723 0.099 0.233
H -2.259 0.098 -1.467 0.208
H -2.118 -1.105 -0.125 0.196
H 1.098 -2.135 -0.584 0.239
H 0.085 -1.680 0.815 0.163
H 2.353 -0.070 -0.451 0.219
H 1.986 -0.235 1.268 0.206
H 0.849 1.708 -0.698 0.226
H 0.726 1.746 1.059 0.206

Entry 6:
109
Properties=species:S:1:pos:R:3:lowdin_charge:R:1 method="wB97M-V/def2-TZVPD" charge=0 relative_energy_ev=2.230 energy_ha=-52862.56967 multiplicity=1 homo_lumo_gap_ev=8.23 homo_ev=-7.882
O -4.327 -2.098 1.089 0.054
C -3.400 -1.485 0.596 -0.423
N -2.810 -0.264 0.985 0.070
C -2.208 0.553 -0.069 -0.159
C -1.942 -0.546 -1.195 -0.139
C -2.574 -1.890 -0.682 -0.188
C -1.650 -3.141 -0.347 -0.133
C -0.139 -2.791 -0.023 -0.154
C -0.077 -1.897 1.256 -0.285
C 0.722 -0.675 1.184 -0.057
C 0.807 0.254 2.327 -0.112
C 0.072 -0.038 3.567 -0.114
C -0.719 -1.280 3.654 -0.085
C -0.801 -2.196 2.510 -0.156
H -3.170 0.195 1.818 0.102
H -2.903 1.401 -0.308 0.116
H -1.204 1.021 0.102 0.101
H -2.628 -0.184 -2.023 0.109
H -0.925 -0.541 -1.681 0.051
H -3.202 -2.230 -1.545 0.125
H -2.093 -3.655 0.548 0.106
H -1.657 -3.876 -1.194 0.069
H 0.466 -3.728 0.128 0.097
H 0.287 -2.207 -0.882 0.090
H 1.274 -0.419 0.243 0.109
H 1.404 1.193 2.239 0.076
H 0.102 0.675 4.438 0.017
H -1.256 -1.508 4.601 0.099
H -1.435 -3.114 2.606 0.098
Br -1.024 -4.974 -3.973 0.620
C -2.049 -3.451 -4.626 -0.667
C -1.182 -2.510 -5.421 -0.694
Br -0.057 -1.430 -4.255 0.622
H -2.511 -2.982 -3.759 0.035
H -2.826 -3.881 -5.258 0.060
H -1.795 -1.793 -5.967 0.065
H -0.522 -3.019 -6.116 -0.045
Br 3.339 0.931 4.690 0.673
C 3.378 2.565 5.740 -0.707
C 2.179 2.626 6.637 -0.702
Br 0.584 3.125 5.627 0.636
H 3.440 3.401 5.047 0.055
H 4.299 2.512 6.320 0.008
H 2.294 3.406 7.389 -0.058
H 1.966 1.681 7.132 0.058
Br 2.031 0.118 -6.980 0.600
C 3.477 -1.104 -6.515 -0.700
C 3.328 -2.424 -7.226 -0.666
Br 1.952 -3.530 -6.399 0.673
H 3.480 -1.194 -5.431 0.044
H 4.387 -0.597 -6.835 0.033
H 4.245 -3.007 -7.144 0.059
H 3.062 -2.317 -8.275 0.052
Br -0.997 -6.139 4.491 0.605
C 0.241 -6.487 3.027 -0.685
C 1.590 -5.871 3.290 -0.680
Br 1.555 -3.946 2.989 0.784
H -0.230 -6.118 2.118 0.049
H 0.321 -7.573 2.974 0.057
H 2.330 -6.257 2.589 0.010
H 1.944 -6.028 4.307 0.050
Br -7.085 1.556 0.267 0.611
C -6.989 0.373 1.813 -0.680
C -6.983 1.156 3.102 -0.686
Br -5.239 1.957 3.432 0.611
H -6.106 -0.251 1.682 0.027
H -7.881 -0.251 1.749 0.060
H -7.158 0.494 3.951 0.059
H -7.712 1.963 3.120 0.049
Br 3.249 -7.884 -0.111 0.606
C 4.951 -7.567 0.783 -0.693
C 5.383 -8.768 1.585 -0.693
Br 4.377 -8.905 3.246 0.608
H 4.831 -6.669 1.385 0.049
H 5.660 -7.368 -0.021 0.058
H 6.425 -8.669 1.889 0.058
H 5.252 -9.709 1.056 0.051
Br 2.220 5.757 8.422 0.683
C 3.892 6.445 9.148 -0.679
C 5.048 6.173 8.221 -0.681
Br 5.613 4.311 8.324 0.646
H 4.016 6.002 10.133 0.052
H 3.732 7.518 9.255 0.059
H 5.922 6.752 8.520 0.058
H 4.820 6.379 7.178 0.054
Br -8.662 4.807 -2.148 0.593
C -10.127 3.706 -1.489 -0.702
C -11.169 4.539 -0.789 -0.700
Br -10.579 5.062 0.993 0.595
H -9.687 2.942 -0.851 0.009
H -10.548 3.234 -2.377 0.058
H -12.078 3.959 -0.629 0.056
H -11.416 5.454 -1.323 0.049
Br 5.679 1.247 -4.641 0.633
C 4.655 2.764 -5.316 -0.706
C 5.520 3.697 -6.123 -0.696
Br 6.645 4.797 -4.975 0.607
H 4.193 3.242 -4.455 0.052
H 3.879 2.324 -5.942 -0.001
H 4.902 4.404 -6.678 0.041
H 6.181 3.179 -6.814 0.053
Br 1.992 7.062 -3.977 0.613
C 2.620 6.690 -5.782 -0.697
C 1.518 6.124 -6.641 -0.686
Br 1.183 4.250 -6.223 0.618
H 3.478 6.026 -5.688 0.020
H 2.952 7.653 -6.171 0.061
H 1.809 6.133 -7.692 0.058
H 0.572 6.648 -6.526 0.052